[1]
The following is a DFT calculation (wB97M-V/def2-TZVPD) of 2 unconnected molecules or ions with the total composition C4H10O2.

Gap between HOMO and LUMO ... 0.395 Eh
HOMO level ... -9.98 eV
SMILES ... CCC(C)=O.O

```
16
Properties=species:S:1:pos:R:3:nbo_charge:R:1
C 0.64438 0.94234 2.12559 -0.606
C -0.02336 -0.22907 1.42812 -0.504
C -0.05512 -0.07336 -0.08379 0.591
O 0.65113 0.73607 -0.66054 -0.600
C -0.86706 -1.04058 -0.83836 -0.706
O 0.08483 0.38067 -3.34869 -0.969
H 0.71790 0.76549 3.20268 0.211
H 1.65045 1.10275 1.72862 0.224
H 0.07673 1.86511 1.96716 0.213
H 0.52528 -1.16406 1.62516 0.231
H -1.03720 -0.39764 1.80915 0.220
H -1.83724 -0.30725 -0.57642 0.242
H 0.34786 0.70649 -2.46260 0.489
H -1.14646 -1.98561 -0.37838 0.230
H -0.61807 -1.22680 -1.90130 0.275
H 0.88597 -0.07454 -3.63639 0.459
```

=====

[2]
The following is a DFT calculation (wB97M-V/def2-TZVPD) of 2 unconnected molecules or ions with the total composition C5H13O2.

Gap between HOMO and LUMO (alpha / beta) ... 0.340 / 0.372 Eh
Spin multiplicity ... 2
HOMO level (alpha / beta) ... -8.28 / -9.78 eV

```
20
Properties=species:S:1:pos:R:3:nbo_charge:R:1
H 2.64532 -2.51423 -0.30120 0.195
O 2.53876 -0.73974 0.68363 -0.546
C 1.89621 -1.76019 -0.03020 -0.244
H 1.43590 -1.36703 -0.95547 0.155
H 1.10105 -2.23410 0.57360 0.158
C 1.64396 0.30399 1.08214 -0.263
H 2.22731 1.06204 1.61943 0.194
H 1.20909 0.78230 0.18663 0.179
H 0.89568 -0.10123 1.78756 0.170
C -1.01921 0.64273 -2.09022 -0.248
O -1.16813 1.23715 -0.82750 -0.539
C -1.69344 0.35901 0.13770 -0.149
C -1.68680 0.99428 1.47444 -0.308
H -0.60161 1.39618 -2.76929 0.198
H -0.33151 -0.22119 -2.04547 0.161
H -1.98968 0.29580 -2.48646 0.166
H -1.09066 -0.57864 0.15445 0.174
H -2.71864 0.04642 -0.14706 0.179
H -2.17168 0.48506 2.30738 0.179
H -1.12190 1.91142 1.64592 0.190
```

=====

[3]
The following is a DFT calculation (wB97M-V/def2-TZVPD) of a molecular structure, C7H14FN4.

Gap between HOMO and LUMO ... 0.391 Eh
Total charge ... +1
HOMO level ... -13.39 eV

```
26
Properties=species:S:1:pos:R:3:nbo_charge:R:1
C -1.82556 0.39916 0.65997 -0.079
C -1.46497 -0.79302 -1.36342 -0.109
C -1.01731 -1.83868 0.74318 -0.112
C -0.08639 1.07792 -0.79232 -0.048
C 0.38769 -0.01418 1.38020 -0.054
C 1.07669 -1.07518 -0.70596 0.484
C 2.26874 0.87515 -0.00716 -0.431
N -1.37891 0.51845 -0.72496 -0.439
N -0.93150 -0.51162 1.36096 -0.437
N -0.72746 -1.81221 -0.66373 -0.372
N 0.95507 0.21557 -0.04611 -0.311
F 1.85074 -1.90096 -0.02044 -0.304
H -1.82587 1.37783 1.14094 0.216
H -2.83866 -0.00178 0.67592 0.230
H -2.51381 -1.10590 -1.38870 0.229
H -1.10308 -0.73345 -2.39178 0.213
H -0.33206 -2.52935 1.24165 0.224
H -2.03647 -2.22056 0.86458 0.229
H 0.24151 1.18459 -1.82926 0.231
H -0.07859 2.05767 -0.30482 0.232
H 0.42495 0.95692 1.87978 0.229
H 1.05149 -0.71920 1.89037 0.242
H 1.31776 -1.05593 -1.76527 0.205
H 2.94226 0.31701 0.64346 0.250
H 2.69161 0.91073 -1.01287 0.240
H 2.16613 1.89154 0.36957 0.241
```

=====

[4]
The following is a DFT calculation (wB97M-V/def2-TZVPD) of a molecular structure, C2H10NSi.

Gap between HOMO and LUMO ... 0.444 Eh
Total charge ... +1
HOMO level ... -15.82 eV

```
14
Properties=species:S:1:pos:R:3:nbo_charge:R:1
C -1.47780 -0.07485 -1.03953 -0.451
C 0.28160 0.70882 0.51394 -0.649
N -0.98846 -0.14521 0.38562 -0.525
Si 1.93840 -0.26100 0.25646 0.826
H -2.10207 0.87837 -1.17849 0.244
H -0.61791 0.07309 -1.64491 0.233
H -2.15476 -0.91536 -1.44581 0.267
H 0.40794 0.79489 1.94112 0.262
H 0.10188 1.69863 0.07227 0.258
H -1.70590 0.03532 1.05847 0.446
H -0.66071 -1.17453 0.40432 0.447
H 2.04605 -0.86772 1.63802 -0.127
H 3.19013 0.46822 -0.16058 -0.076
H 1.74161 -1.21867 -0.80091 -0.156
```

=====

[5]
The following is a DFT calculation (wB97M-V/def2-TZVPD) of a single C4H11N3 molecule.

Gap between HOMO and LUMO ... 0.339 Eh
HOMO level ... -8.06 eV
SMILES ... C=CC(N)(N)NC

```
18
Properties=species:S:1:pos:R:3:nbo_charge:R:1
C 1.04672 1.63785 -0.95813 -0.409
C 0.30602 -0.39517 1.15918 -0.196
C 1.03775 -1.49843 1.38200 -0.388
H 0.35095 0.38688 1.91706 0.197
H 0.91933 2.29471 -1.82243 0.197
H 1.64732 0.77463 -1.25480 0.191
H 1.54660 2.18623 -0.15615 0.178
H 1.06853 -2.33664 0.69262 0.200
H 1.63582 -1.59167 2.28667 0.197
C -0.55637 -0.08682 -0.01457 0.344
N -0.39088 -1.04568 -1.03834 -0.897
N -1.90369 -0.14377 0.41722 -0.872
N -0.27745 1.22427 -0.49597 -0.673
H -1.03363 -1.81641 -1.16927 0.391
H 0.45030 -1.07846 -1.60077 0.372
H -2.14263 -0.39232 1.37321 0.391
H -2.68541 -0.03086 -0.21692 0.386
H -1.01930 1.91164 -0.50060 0.390
```

=====

[6]
The following is a DFT calculation (wB97M-V/def2-TZVPD) of 5 unconnected molecules or ions with the total composition C2H14N2O4.

Gap between HOMO and LUMO ... 0.357 Eh
HOMO level ... -9.11 eV
SMILES ... [H]/N=C/NC.O.O.O.O

```
22
Properties=species:S:1:pos:R:3:nbo_charge:R:1
C 1.72421 -0.26510 -1.40163 -0.413
N 0.62735 -0.96758 -0.74048 -0.641
C 0.75080 -2.31436 -0.51108 0.299
N -0.15247 -2.91038 0.15357 -0.773
H 2.47883 0.06289 -0.67822 0.193
H 2.23466 -0.95842 -2.07245 0.195
H 1.38085 0.59647 -1.96247 0.213
H 0.23244 -0.43537 0.03036 0.419
H 1.60278 -2.80434 -0.98151 0.150
H -0.07659 -3.90677 0.29136 0.357
H 1.16432 2.37381 0.02764 0.488
H 0.97238 3.86013 -0.43055 0.466
O 1.61238 3.15452 -0.32632 -0.959
H -1.63893 -1.29215 -0.11508 0.499
H -2.52846 -1.58280 1.06996 0.478
O -2.42540 -0.96056 0.34297 -0.982
H -2.59327 1.02462 0.85958 0.513
H -2.25461 1.89359 -0.43619 0.488
O -2.09136 1.76414 0.49818 -0.987
H -0.39165 1.57442 1.26454 0.508
H 0.41774 0.83255 2.34355 0.484
O 0.48981 1.20532 1.46083 -0.994
```

=====

[7]
The following is a DFT calculation (wB97M-V/def2-TZVPD) of 2 unconnected molecules or ions with the total composition C11H14N2S2.

Gap between HOMO and LUMO ... 0.330 Eh
HOMO level ... -8.51 eV

```
29
Properties=species:S:1:pos:R:3:nbo_charge:R:1
C 3.73966 0.30312 -0.01464 -0.230
C 2.93003 1.36691 -0.40522 -0.213
C 3.19578 -0.92567 0.28927 -0.190
C 1.55787 1.24160 -0.52472 -0.263
C 1.81920 -1.06630 0.17715 0.071
C 0.99737 0.00586 -0.24496 0.175
C -0.17375 -1.83448 0.17087 0.425
C -1.30806 -2.77508 0.31412 -0.684
C -1.46786 2.05983 -1.31122 -0.525
C -1.58536 0.93458 2.04726 -0.742
C -1.52633 0.06484 -0.59294 -0.094
N 1.04493 -2.16855 0.42904 -0.453
N -0.29565 -0.50584 -0.25514 -0.512
S -2.30373 -0.76636 -2.00228 0.017
S -2.68411 0.21396 0.80247 0.211
H 4.80775 0.45067 0.05060 0.213
H 3.38418 2.32217 -0.62367 0.212
H 3.79689 -1.76437 0.59969 0.224
H 0.96811 2.08699 -0.82631 0.217
H -1.69320 -3.05737 -0.66490 0.241
H -0.94096 -3.66426 0.81719 0.246
H -2.12463 -2.34052 0.88862 0.241
H -2.50943 2.16483 -1.55556 0.203
H -1.13837 2.67172 -0.49267 0.191
H -0.81288 2.00330 -2.16079 0.203
H -1.25861 1.91752 1.72129 0.216
H -0.73330 0.28181 2.21288 0.227
H -2.17565 1.01964 2.95421 0.240
H -3.50991 -0.24054 -1.79965 0.132
```

=====

[8]
The following is a DFT calculation (wB97M-V/def2-TZVPD) of 10 unconnected molecules or ions with the total composition C22H65NO19.

Gap between HOMO and LUMO ... 0.333 Eh
HOMO level ... -8.95 eV
SMILES ... COC[C@H](C)N.OCCO.OCCO.OCCO.OCCO.OCCO.OCCO.OCCO.OCCO.OCCO

```
107
Properties=species:S:1:pos:R:3:mulliken_charge:R:1
C -2.43307 -2.96395 2.97317 0.011
C -3.97042 -2.88671 2.74874 -0.101
O -4.43455 -4.16950 2.22939 -0.521
O -1.63187 -3.44066 1.85220 -0.475
H -2.23659 -3.68465 3.76695 0.226
H -2.09019 -2.01218 3.37896 0.148
H -4.12187 -2.11521 1.99379 -0.192
H -4.34149 -2.60850 3.73515 0.393
H -4.09641 -4.33079 1.34551 0.312
H -2.16830 -3.89244 1.19666 0.218
C 4.70614 1.85336 2.42025 -0.003
C 6.24968 1.67258 2.50125 -0.577
O 6.86708 2.70448 3.33115 -0.550
O 3.89261 1.89131 3.60631 -0.592
H 4.32363 1.04650 1.79515 0.091
H 4.31666 2.67209 1.81519 0.280
H 6.85836 1.55145 1.60519 0.357
H 6.30794 0.71246 3.01396 0.296
H 6.34771 2.76750 4.13606 0.313
H 2.99789 2.04121 3.29230 0.348
C 0.94785 3.29299 2.17897 0.151
C 1.14125 4.42367 3.23700 -0.591
O 0.23748 4.24482 4.26778 -0.537
O 1.40841 2.09757 2.77548 -0.508
H 1.62055 3.46449 1.33863 -0.052
H -0.05239 3.28401 1.74593 0.265
H 1.05274 5.44664 2.87120 0.445
H 2.08889 4.39111 3.77461 0.227
H 0.08338 5.11703 4.63806 0.311
H 0.67674 1.78322 3.31161 0.198
C 1.08955 4.20469 -1.61682 -0.476
C -0.29595 3.64978 -2.00832 1.286
O -0.85332 4.65003 -2.83446 -0.642
O 1.11601 5.17277 -0.59228 -0.508
H 1.67392 4.38996 -2.51809 0.405
H 1.57888 3.33557 -1.17717 0.080
H -0.95204 3.35968 -1.18766 -0.304
H -0.03711 2.70709 -2.49045 -0.485
H -1.30212 4.21575 -3.56355 0.381
H 0.77888 6.02787 -0.86931 0.315
C 2.49230 -1.74424 3.93190 -0.458
C 1.30191 -1.40912 4.90438 -0.315
O 0.55114 -2.57272 5.13575 -0.571
O 2.01495 -1.97263 2.67709 -0.339
H 3.04060 -2.62487 4.26651 0.396
H 3.17416 -0.89390 3.92193 0.225
H 0.53869 -0.69788 4.58859 0.160
H 1.68255 -0.89806 5.78870 0.410
H -0.19794 -2.34524 5.69138 0.337
H 1.78369 -2.88504 2.48834 0.226
C 0.94475 -3.91518 -1.90942 0.028
C 2.16076 -4.07600 -0.93261 -0.163
O 2.87912 -5.25707 -1.29672 -0.581
O 1.40911 -3.67142 -3.22621 -0.632
H 0.24155 -3.14199 -1.59993 -0.220
H 0.38470 -4.85000 -1.93294 0.380
H 1.79562 -4.13032 0.09298 0.187
H 2.71175 -3.14536 -1.06829 0.235
H 3.19390 -5.11957 -2.19316 0.349
H 1.97187 -2.89657 -3.15895 0.385
C 3.28668 -0.59702 -3.83056 -0.584
C 2.11831 0.00577 -4.63965 -0.021
O 1.84164 1.29120 -4.19101 -0.568
O 2.85869 -1.21586 -2.60397 -0.617
H 4.02420 0.17458 -3.60970 0.354
H 3.73853 -1.36093 -4.46332 0.429
H 1.22791 -0.61952 -4.70524 -0.110
H 2.41966 0.05317 -5.68609 0.434
H 1.55049 1.11206 -3.29393 0.099
H 2.46024 -0.55514 -2.03275 0.127
C -1.61723 -0.78659 -4.45674 -0.666
C -1.74928 0.60451 -3.83799 -0.429
O -1.69648 0.61377 -2.40371 0.253
O -2.78719 -1.56902 -4.51999 -0.639
H -0.84816 -1.38153 -3.96412 0.179
H -1.31289 -0.63075 -5.49173 0.431
H -2.70657 1.08661 -4.03618 0.507
H -0.97174 1.26100 -4.22860 0.378
H -2.48565 0.92121 -1.95173 0.248
H -2.57985 -2.39271 -4.96737 0.327
C 1.04433 0.11884 -0.06520 -0.070
C -0.31250 0.08338 0.66450 -0.186
O -1.01384 -1.10325 0.29683 0.133
O 0.79436 0.48089 -1.41728 0.669
H 1.63031 -0.79754 0.00532 -0.179
H 1.70871 0.87507 0.35293 0.055
H -0.77036 1.03268 0.38648 -0.060
H -0.24975 0.03430 1.75159 0.220
H -0.79008 -1.71334 1.00345 -0.098
H -0.10597 0.23163 -1.63837 -0.246
C -5.72838 -2.01374 -1.00351 -1.601
C -4.68132 -0.99065 -1.39363 0.972
C -4.49578 0.12735 -0.33804 -0.494
O -3.81000 1.24455 -0.85808 -0.471
C -3.84659 2.33340 0.11734 -0.907
N -3.44421 -1.67525 -1.68803 -0.471
H -5.85293 -2.86042 -1.67858 0.377
H -6.69775 -1.51627 -0.97283 0.432
H -5.48462 -2.43507 -0.02823 0.184
H -5.09350 -0.58110 -2.31584 0.114
H -3.86785 -0.21324 0.48525 -0.011
H -5.42616 0.39413 0.16328 0.405
H -4.86273 2.72629 0.15185 0.371
H -3.18235 3.11469 -0.25209 0.296
H -3.62093 2.09054 1.15570 0.320
H -3.32679 -1.80048 -2.68333 0.519
H -2.70390 -1.02225 -1.47439 -0.383
```

=====

Per-record energy above the lowest of the compared OMol25 structures with the same formula, charge and spin, eV: 0.923 1.488 0.211 3.773 2.363 0.439 0.000 2.579